No. 1
{"formula": "C24H48O24", "method": "ωB97M-V with the def2-TZVPD basis set", "symbols": ["O", "O", "O", "O", "O", "O", "O", "O", "O", "O", "O", "O", "O", "O", "O", "O", "O", "O", "O", "O", "O", "O", "O", "O", "C", "C", "C", "C", "C", "C", "C", "C", "C", "C", "C", "C", "C", "C", "C", "C", "C", "C", "C", "C", "C", "C", "C", "C", "H", "H", "H", "H", "H", "H", "H", "H", "H", "H", "H", "H", "H", "H", "H", "H", "H", "H", "H", "H", "H", "H", "H", "H", "H", "H", "H", "H", "H", "H", "H", "H", "H", "H", "H", "H", "H", "H", "H", "H", "H", "H", "H", "H", "H", "H", "H", "H"], "xyz": [[0.3658, 2.8411, 3.3381], [2.6098, 6.3261, -1.0749], [-5.2252, -2.4479, -3.0909], [-2.5092, -0.7759, -4.0099], [-1.4322, 4.0901, -2.1429], [5.6278, -1.8779, 2.8251], [0.6128, -6.2809, 2.7891], [-4.0572, -0.9579, -5.5759], [-1.1722, 5.3101, -4.1439], [-5.1822, -1.1589, -1.1299], [5.2068, -1.5149, 4.9961], [-0.9752, 1.2441, 4.3131], [4.0968, 5.3981, 0.5731], [1.9678, -7.5809, 1.3221], [-0.1252, -0.3059, -0.5079], [-4.0582, 0.7741, -4.2939], [3.4328, -2.2269, 3.6851], [2.1878, 4.2911, 0.0291], [1.3278, 0.9131, 4.1251], [-0.1582, -2.1409, 0.8711], [1.2988, -0.4399, 1.1221], [-0.5322, 3.1581, -3.9989], [2.7648, -6.0329, 2.5561], [-6.6372, -0.7249, -2.6359], [0.2448, -0.9639, 0.4621], [4.5678, 4.2331, 1.3561], [6.5988, -1.1089, 5.3741], [4.8728, -1.8469, 3.8051], [0.1498, 1.6511, 3.9131], [-0.6402, -6.6489, 2.1671], [-5.6782, -1.4299, -2.2229], [-1.0492, 4.1551, -3.4559], [2.8788, -2.5519, 2.4431], [-0.9862, 3.0491, -1.2659], [-4.0842, -3.2339, -2.8389], [1.7688, -6.7169, 2.1651], [1.3238, -0.3409, 4.8401], [-0.5322, 3.9121, 3.4341], [-3.5662, -0.1959, -4.5979], [-0.7362, 5.3451, -5.5269], [1.9728, 0.7531, 0.8601], [-5.4212, -0.6909, -6.0059], [4.0878, -6.1879, 2.0461], [1.6458, 6.1691, -2.0129], [-7.1032, 0.3801, -1.8509], [-1.3362, -2.6999, 0.3161], [-1.9192, -0.1439, -2.9769], [2.9138, 5.2791, -0.0949], [7.5008, -1.7649, 4.9741], [0.9098, -1.0699, 3.9371], [1.2628, 7.1231, -2.2709], [-0.3262, 3.3511, -0.3179], [1.8798, -2.7999, 2.4671], [-0.2272, 4.8241, 3.8281], [-2.6632, -0.0729, -2.2019], [-1.1162, -0.7579, -2.5989], [2.2988, -0.6229, 5.1361], [0.7628, -0.1219, 5.6621], [-6.4432, 1.2051, -1.2939], [-7.5722, -0.0739, -0.9479], [2.9118, 1.0281, 1.5741], [-1.6572, 0.8701, -3.3159], [-1.3382, 4.6301, -6.2499], [-1.7332, 2.5501, -0.9639], [4.7018, 3.4461, 0.5381], [-1.3712, -3.6609, 0.6891], [6.6348, -1.4099, 6.3741], [2.9288, -1.7119, 1.7881], [0.7908, 5.7231, -1.7219], [-0.7942, -7.8299, 2.0001], [-0.6852, 2.3381, -1.6569], [6.7778, -0.0739, 5.0251], [3.4648, -3.3119, 2.1451], [-3.3292, -3.6489, -3.4739], [-2.2732, -2.0929, 0.2681], [1.7718, 5.8401, -2.9659], [-0.7502, 4.0261, 2.4551], [-6.1182, -0.5589, -5.0549], [0.3828, 5.1571, -5.6399], [-3.2732, -2.7039, -2.2249], [4.3948, -7.2959, 2.2531], [-0.7722, -6.0179, 1.1051], [-1.4782, -6.4279, 2.8951], [-5.5692, 0.2391, -6.5019], [-0.8852, -2.9889, -0.5569], [-1.4452, 3.6821, 3.9941], [4.0118, -6.0579, 0.9361], [-4.2392, -4.1329, -2.4259], [-5.9302, -1.5929, -6.8239], [-0.7752, 6.4471, -5.8599], [-8.0402, 0.8021, -2.3699], [3.8818, 4.1851, 2.2241], [2.3688, 0.6831, -0.0259], [5.5428, 4.6421, 1.5941], [4.7578, -5.7289, 2.5081], [1.4628, 1.6921, 0.8191]], "forces_ev_per_a": [[2.52, -1.75, 1.09], [4.10, -1.60, 4.04], [-1.53, 1.61, -0.66], [-1.37, -2.58, -3.77], [-0.08, 2.42, -1.34], [-1.80, 0.04, 2.04], [0.52, -0.96, -1.11], [-0.50, -1.57, -1.47], [-0.65, 0.05, 1.26], [0.34, -1.40, -1.28], [0.37, 0.25, 1.91], [3.60, 1.33, -1.45], [-1.82, 1.49, -1.68], [-2.14, 0.23, 0.68], [-1.10, -1.53, 0.77], [-2.95, 7.17, 2.69], [3.24, 1.85, 3.69], [1.23, 2.24, -0.23], [-0.48, 3.23, -1.39], [0.95, 1.43, 2.64], [-0.70, -2.42, 3.04], [-1.23, 2.13, 1.04], [1.65, 3.53, 3.05], [-2.13, 1.39, -3.20], [1.31, 3.92, -2.76], [-0.46, 1.19, -2.15], [1.03, -1.53, -2.98], [-1.16, -1.43, -5.30], [-2.30, -2.51, 2.86], [-1.20, -0.99, -1.78], [4.68, -1.41, 3.43], [2.51, -4.10, -1.05], [1.75, 2.45, -0.06], [0.71, 13.41, 5.90], [3.32, 3.25, 2.29], [-0.44, -1.90, -2.16], [-1.62, -0.84, -5.31], [-2.15, -1.83, 1.39], [2.11, -5.68, -1.47], [0.80, 0.20, -1.63], [1.01, 1.79, 4.00], [-2.62, -2.13, 0.73], [-5.74, -7.87, -5.05], [-1.34, 1.96, 0.20], [-2.24, 1.09, 2.65], [-0.02, 1.39, -0.60], [0.26, 2.02, 1.59], [-1.32, -1.84, -1.50], [-2.34, 1.03, -0.18], [0.75, 1.12, 3.21], [-0.09, 1.67, 0.29], [-1.34, -0.03, -2.57], [-2.15, -0.73, 1.00], [1.83, 1.23, 0.89], [-0.15, 0.37, 0.85], [0.38, 0.20, -0.21], [1.11, 0.07, -0.25], [-2.15, -0.55, 2.22], [-0.53, -2.01, -2.36], [0.35, 0.05, -0.43], [-2.48, -1.58, -1.00], [0.55, -0.24, 0.57], [1.16, 1.51, 1.78], [-6.81, -2.32, 3.23], [-0.59, 0.32, 1.98], [-0.95, -1.66, 2.07], [-0.23, 0.76, 1.80], [0.40, 0.40, -0.60], [-2.71, -2.09, 1.75], [0.94, 2.71, 0.00], [7.22, -11.18, -7.77], [-0.28, -0.59, 0.80], [1.56, -2.88, -2.03], [-0.54, 1.04, -3.23], [1.09, -0.45, 0.18], [2.17, -1.96, -2.61], [-1.37, 1.10, -3.11], [1.44, -0.84, -1.93], [-1.50, -0.44, 0.49], [-1.73, -0.25, 0.00], [-0.63, 1.61, -0.77], [0.26, -1.89, 2.88], [1.25, 0.35, -0.85], [0.62, 0.78, -0.65], [-0.41, -0.17, -3.70], [0.17, -0.51, -0.20], [0.57, 0.06, 1.04], [-1.96, -2.96, 2.64], [2.18, 2.53, 2.91], [-0.71, -1.74, 0.70], [2.05, -0.41, 0.23], [0.58, -1.00, -0.64], [2.36, -0.51, -5.13], [0.16, -0.48, 0.58], [4.97, 5.15, 4.06], [-1.38, 0.21, 0.44]], "mulliken_charge": [-0.21, -0.36, -0.31, -0.38, -0.43, -0.58, -0.28, -0.36, -0.34, -0.59, -0.30, -0.63, -0.36, -0.59, -0.59, -0.47, -0.27, -0.45, -0.27, -0.28, -0.19, -0.63, -0.27, -0.30, 0.65, -0.50, -0.62, 0.64, 0.77, -0.47, 0.84, 0.92, -0.80, -1.98, -0.76, 0.76, -0.35, -0.77, 0.71, -0.60, -0.95, -0.45, -0.83, -1.02, -0.73, -1.18, -0.34, 0.65, 0.26, 0.01, 0.48, -0.17, 0.25, 0.31, 0.30, 0.27, 0.12, 0.43, 0.27, 0.32, 0.03, 0.16, 0.25, 1.33, 0.28, 0.50, 0.31, 0.28, 0.28, 0.27, 1.10, 0.28, 0.58, 0.43, 0.31, 0.49, 0.25, 0.07, 0.28, -0.05, 0.33, 0.13, 0.26, 0.33, 0.55, 0.36, 0.31, 0.57, 0.21, 0.25, 0.29, 0.28, 0.89, 0.20, 0.37, 0.25], "e_lumo_ev": 0.44, "homo_energy_ev": -10.2, "relative_energy_kcal_mol": 363.2, "fmax_ev_per_a": 15.4, "smiles": "COC(=O)OC.COC(=O)OC.COC(=O)OC.COC(=O)OC.COC(=O)OC.COC(=O)OC.COC(=O)OC.COC(=O)OC"}

***

No. 2
{"formula": "C24H48O24", "method": "ωB97M-V with the def2-TZVPD basis set", "symbols": ["O", "O", "O", "O", "O", "O", "O", "O", "O", "O", "O", "O", "O", "O", "O", "O", "O", "O", "O", "O", "O", "O", "O", "O", "C", "C", "C", "C", "C", "C", "C", "C", "C", "C", "C", "C", "C", "C", "C", "C", "C", "C", "C", "C", "C", "C", "C", "C", "H", "H", "H", "H", "H", "H", "H", "H", "H", "H", "H", "H", "H", "H", "H", "H", "H", "H", "H", "H", "H", "H", "H", "H", "H", "H", "H", "H", "H", "H", "H", "H", "H", "H", "H", "H", "H", "H", "H", "H", "H", "H", "H", "H", "H", "H", "H", "H"], "xyz": [[4.2895, -10.1569, -32.6088], [14.4476, -18.8742, -29.8945], [8.6060, -9.8404, -37.0594], [4.9536, -14.2129, -29.2036], [10.1706, -15.9126, -28.0089], [6.4881, -9.9030, -36.0668], [9.7437, -21.4351, -35.5349], [8.0133, -17.1936, -29.8438], [3.0633, -15.1391, -30.0935], [8.6693, -19.5462, -35.0608], [9.2898, -17.2961, -26.3989], [11.0954, -22.1871, -27.3910], [7.3511, -15.1713, -30.3621], [11.4242, -17.6326, -27.2460], [4.1958, -12.2826, -33.5385], [13.0892, -17.4109, -30.9231], [2.3955, -10.7507, -33.5466], [13.8563, -16.8718, -29.0176], [9.3123, -21.1943, -28.2896], [3.9350, -16.1727, -28.4908], [10.2839, -20.3269, -33.5233], [8.9606, -16.3314, -31.5982], [9.1230, -23.2261, -27.2629], [8.2577, -11.3408, -35.7082], [13.9107, -17.7773, -29.9569], [8.6363, -18.5245, -29.9216], [3.6901, -11.1707, -33.2054], [8.1416, -16.2480, -30.6984], [10.5381, -22.5132, -35.3135], [10.4023, -16.9796, -27.1944], [11.9476, -21.2299, -27.9890], [9.1266, -18.4800, -25.7131], [7.5152, -12.1248, -34.7901], [7.2498, -14.0162, -31.2341], [7.6445, -10.2828, -36.2475], [4.0968, -15.1634, -29.3225], [8.3296, -8.9387, -38.1195], [12.6798, -18.3173, -31.8398], [2.8830, -13.9613, -30.8442], [1.5379, -11.4771, -34.4472], [4.7440, -16.3249, -27.3440], [9.6297, -20.4372, -34.6028], [14.5920, -17.0574, -27.8114], [5.5809, -10.3508, -31.9769], [9.6375, -24.2780, -26.4298], [9.8456, -22.1605, -27.7003], [8.2359, -18.4940, -34.2135], [11.1462, -15.4297, -28.8183], [11.9360, -14.8444, -28.3473], [6.4410, -9.9543, -32.5165], [9.1046, -9.0115, -38.8824], [6.4518, -11.9499, -34.9535], [9.8807, -19.2495, -25.8787], [5.7152, -16.0726, -27.7695], [12.0378, -19.1010, -31.4378], [2.9146, -13.0924, -30.1868], [8.4463, -19.2988, -29.1784], [8.2952, -7.9019, -37.7847], [8.8506, -24.6868, -25.7960], [5.7927, -11.3876, -31.7158], [9.0025, -18.2038, -24.6660], [1.5697, -12.5465, -34.2386], [8.1842, -19.0013, -25.8812], [11.7606, -20.9959, -29.0371], [7.3797, -18.1867, -34.8139], [9.7119, -18.3738, -30.0132], [5.6009, -9.7986, -31.0373], [11.4264, -22.6424, -35.9318], [7.6358, -13.1974, -34.9423], [11.6171, -20.2970, -27.5322], [14.2914, -17.9140, -27.2081], [0.4886, -11.1880, -34.3884], [4.5302, -17.3325, -26.9874], [9.8656, -23.2492, -35.7542], [7.8512, -11.8338, -33.7949], [6.8823, -14.2264, -32.2385], [10.6341, -14.7906, -29.5376], [12.2494, -17.7757, -32.6820], [10.2997, -23.7859, -25.7174], [10.6886, -22.7469, -34.2596], [11.6052, -16.2313, -29.3970], [1.9078, -11.4567, -35.4724], [14.2036, -16.1912, -27.2757], [10.1435, -25.0963, -26.9421], [4.5780, -15.6690, -26.4894], [3.7022, -13.8227, -31.5497], [6.4146, -13.4291, -30.8521], [12.9934, -21.3238, -27.6965], [8.1147, -13.3550, -31.1795], [13.5482, -18.8134, -32.2734], [15.6760, -17.0504, -27.9257], [8.9686, -17.6874, -34.1861], [1.9139, -14.1632, -31.3006], [7.8907, -18.7338, -33.2078], [8.3029, -18.9919, -30.8482], [7.5082, -9.3485, -38.7073]], "forces_ev_per_a": [[0.33, -0.18, 0.44], [0.00, 1.27, 0.01], [0.22, 0.89, -0.46], [-2.90, -3.70, -0.59], [-2.83, -1.65, 3.81], [2.51, -0.43, -0.55], [-1.27, 4.63, 0.82], [-1.97, -2.14, 3.36], [-0.44, -0.68, -0.83], [2.07, -2.83, 0.74], [1.22, 2.82, -2.99], [1.72, -2.08, 0.19], [0.56, -0.99, -0.69], [-0.94, 0.50, 0.51], [-1.81, 3.71, 1.49], [0.23, 2.65, 1.49], [1.36, 0.05, 0.77], [0.74, 0.46, 0.03], [0.94, -2.84, 1.30], [-1.24, -0.41, -0.12], [-2.53, -0.59, -4.06], [-0.87, 0.98, -0.31], [-0.30, 0.44, -0.76], [-0.31, -0.57, 0.33], [-0.40, -2.92, 0.25], [0.74, 0.75, -2.09], [-0.25, -2.93, -2.82], [1.74, 1.14, -1.57], [-0.20, -3.15, 0.00], [-0.14, -1.26, -0.45], [-0.43, 2.79, 0.63], [-0.05, -1.47, 1.46], [-0.86, 0.10, 0.31], [-0.69, 0.09, 0.42], [-1.13, -0.27, -0.16], [2.92, 4.16, 2.82], [-0.14, -0.37, -0.79], [0.38, -1.92, -2.49], [0.08, 0.29, -0.46], [1.11, -1.62, -0.13], [1.18, 0.20, -0.49], [1.22, 0.99, 2.15], [-0.60, 0.62, 0.74], [0.32, -0.23, 0.69], [0.76, 0.99, 0.99], [-2.81, 2.06, -1.01], [-0.48, 0.87, -0.70], [1.67, 0.32, -2.38], [-0.09, -0.13, 0.45], [-0.52, -0.03, -0.78], [0.70, -0.10, 0.62], [-0.01, 0.23, 0.44], [0.42, 0.42, 0.08], [0.70, -0.77, 0.96], [-0.27, 0.24, 0.01], [-0.39, 0.00, 0.04], [-0.62, 1.20, 0.83], [-0.59, -0.17, -0.04], [-0.44, 0.18, -0.59], [-0.37, -0.08, -0.36], [0.69, -0.19, 0.27], [0.03, -0.08, 0.45], [-0.28, 0.46, -1.00], [0.16, -0.98, -0.16], [-0.13, 0.56, 0.46], [0.01, -0.02, 0.07], [-0.59, 0.08, -0.06], [0.36, 1.00, 0.26], [0.67, 0.17, -0.23], [0.31, 0.43, 0.05], [-0.15, -0.31, -0.57], [0.45, 0.66, 0.33], [0.65, -0.05, -0.30], [0.34, -0.99, 0.41], [-0.31, -0.23, 0.13], [0.78, -0.53, -0.20], [0.02, 0.10, 0.08], [-0.51, -0.05, 0.38], [0.44, -0.38, -0.05], [0.25, 0.22, -0.10], [0.10, 0.09, 0.11], [0.00, 0.66, -0.03], [0.71, 0.03, 0.40], [-0.04, 0.35, -0.37], [-0.62, 0.54, -0.42], [-0.28, -0.14, -0.30], [0.09, -0.28, 0.62], [-0.30, -0.83, -0.25], [0.31, -0.50, -0.30], [0.10, -0.32, 0.03], [-0.15, 0.12, -0.30], [0.03, -0.12, 0.21], [0.20, 0.67, -0.28], [0.38, -0.53, -0.12], [0.08, 0.19, -0.21], [-0.77, 0.72, 0.46]], "mulliken_charge": [-0.34, -0.63, -0.31, -0.64, -0.27, -0.57, -0.31, -0.13, -0.36, -0.31, -0.32, -0.36, -0.13, -0.51, -0.57, -0.36, -0.35, -0.22, -0.53, -0.39, -0.55, -0.61, -0.34, -0.31, 0.86, -0.31, 0.90, 0.59, -0.68, 0.76, -0.19, -0.66, -0.45, -0.73, 0.73, 0.95, -0.70, -0.70, -0.56, -0.66, -0.45, 0.74, -0.67, -0.25, -0.65, 0.75, -0.62, -0.35, 0.36, 0.28, 0.27, 0.28, 0.19, 0.20, 0.24, 0.32, 0.20, 0.28, 0.27, -0.06, 0.33, 0.27, 0.26, 0.24, 0.31, 0.08, 0.32, 0.27, 0.28, -0.08, 0.25, 0.27, 0.20, 0.28, 0.16, 0.41, 0.23, 0.23, 0.29, 0.32, -0.02, 0.30, 0.24, 0.27, 0.27, 0.18, 0.06, 0.31, 0.35, 0.42, 0.32, 0.34, 0.28, 0.19, 0.16, 0.33], "e_lumo_ev": 0.63, "homo_energy_ev": -10.1, "relative_energy_kcal_mol": 119.2, "fmax_ev_per_a": 5.8, "smiles": "COC(=O)OC.COC(=O)OC.COC(=O)OC.COC(=O)OC.COC(=O)OC.COC(=O)OC.COC(=O)OC.COC(=O)OC"}